No. 1
{"formula": "C5H9NO", "method": "the ωB97M-V functional and the def2-TZVPD basis", "symbols": ["O", "N", "C", "C", "C", "C", "C", "H", "H", "H", "H", "H", "H", "H", "H", "H"], "coordinates": [[-0.17, -1.49, -0.74], [-0.97, 0.99, 0.82], [0.47, -1.14, 0.48], [-0.62, -2.13, 0.44], [0.25, 1.44, 0.13], [0.28, 0.25, 1.01], [0.35, 1.36, -1.38], [0.06, 2.32, -1.82], [1.37, 1.14, -1.70], [-0.40, -3.19, 0.51], [-1.61, -1.83, 0.77], [1.49, -1.52, 0.58], [0.70, 0.37, 2.01], [-1.55, 0.49, 0.14], [0.65, 2.36, 0.55], [-0.30, 0.58, -1.78]], "mol_weight_g_mol": 99.133, "de_lowest_kj_mol": 284.6, "homo_lumo_gap_ha": 0.3827}

***

No. 2
{"formula": "C31H29BaF10N6O8", "method": "the ωB97M-V functional and the def2-TZVPD basis", "symbols": ["Ba", "F", "F", "F", "F", "F", "F", "F", "F", "F", "F", "O", "O", "O", "O", "O", "O", "O", "O", "N", "N", "N", "N", "N", "N", "C", "C", "C", "C", "C", "C", "C", "C", "C", "C", "C", "C", "C", "C", "C", "C", "C", "C", "C", "C", "C", "C", "C", "C", "C", "C", "C", "C", "C", "C", "C", "H", "H", "H", "H", "H", "H", "H", "H", "H", "H", "H", "H", "H", "H", "H", "H", "H", "H", "H", "H", "H", "H", "H", "H", "H", "H", "H", "H", "H"], "coordinates": [[-1.27, -2.62, -0.68], [-2.68, -6.34, 0.92], [-3.71, -7.88, -0.20], [-2.08, -8.32, -2.37], [-4.50, -7.06, -2.69], [-0.89, -7.61, -0.71], [-0.63, -6.75, -2.66], [-4.55, -5.89, -0.07], [-4.34, -4.91, -2.61], [3.19, 3.04, -0.21], [-2.98, -6.03, -3.84], [-0.17, -0.44, 0.58], [-1.52, -1.58, -3.27], [-2.02, -4.93, -1.27], [-0.73, 3.87, -6.16], [-1.36, -2.67, 1.89], [-2.10, 0.41, -1.26], [-0.52, 2.51, -7.82], [-1.51, -2.44, 4.13], [-0.76, 2.73, -6.63], [1.03, 0.72, 4.29], [3.94, 4.07, 2.24], [-4.49, -1.84, -0.77], [5.88, 6.00, 1.60], [-6.43, -2.55, -1.52], [4.48, 6.41, 2.00], [-0.99, 1.62, -5.77], [-2.60, -6.10, -1.47], [-1.47, 0.79, -3.55], [5.26, 3.64, 1.82], [0.18, -0.35, 4.12], [-0.23, -0.85, 2.94], [1.66, -2.48, -0.75], [1.16, 0.91, 1.92], [-1.79, 1.15, -2.18], [1.71, 1.48, 0.77], [2.45, 2.43, 3.28], [-3.62, -6.03, -2.66], [-1.13, -2.12, 3.00], [2.97, 3.00, 2.14], [-5.41, -2.75, -0.65], [0.18, -0.19, 1.72], [2.60, 2.50, 0.89], [3.54, 5.30, 1.58], [1.31, 1.19, 5.64], [1.55, 1.36, 3.19], [0.45, 2.38, 6.04], [-1.25, 1.84, -4.42], [-1.54, -7.21, -1.81], [-4.92, -1.00, -1.77], [-6.12, -1.43, -2.25], [-3.38, -6.57, -0.19], [6.28, 4.70, 2.22], [-0.96, 0.30, -6.27], [-1.40, -0.60, -4.01], [-1.16, -0.75, -5.44], [6.28, 4.85, 3.30], [4.50, 6.53, 3.09], [-7.22, -3.15, -1.65], [2.22, -3.23, -1.32], [-1.13, -1.77, -5.81], [1.99, -2.54, 0.30], [2.53, 5.56, 1.88], [5.32, 3.47, 0.73], [5.89, 5.89, 0.58], [-1.28, 2.86, -4.06], [-4.33, -0.17, -2.09], [-1.75, 2.25, -2.00], [1.11, 0.35, 6.31], [2.76, 2.85, 4.23], [7.28, 4.46, 1.88], [1.41, 1.07, -0.19], [4.25, 7.36, 1.52], [0.68, 2.70, 7.06], [5.51, 2.71, 2.31], [-0.17, -0.84, 5.02], [-5.38, -3.59, 0.03], [-6.76, -1.06, -3.04], [3.55, 5.22, 0.49], [6.55, 6.74, 1.83], [2.37, 1.42, 5.73], [-0.60, 2.12, 5.99], [-0.77, 0.16, -7.32], [1.96, -1.49, -1.13], [0.62, 3.23, 5.37]], "mol_weight_g_mol": 940.915, "de_lowest_kj_mol": 0.0, "charge": -1, "homo_lumo_gap_ha": 0.0589}

***

No. 3
{"formula": "C31H83N5O13PSn", "method": "the ωB97M-V functional and the def2-TZVPD basis", "symbols": ["Sn", "P", "O", "O", "O", "O", "O", "O", "O", "O", "O", "O", "O", "O", "O", "N", "N", "N", "N", "N", "C", "C", "C", "C", "C", "C", "C", "C", "C", "C", "C", "C", "C", "C", "C", "C", "C", "C", "C", "C", "C", "C", "C", "C", "C", "C", "C", "C", "C", "C", "C", "H", "H", "H", "H", "H", "H", "H", "H", "H", "H", "H", "H", "H", "H", "H", "H", "H", "H", "H", "H", "H", "H", "H", "H", "H", "H", "H", "H", "H", "H", "H", "H", "H", "H", "H", "H", "H", "H", "H", "H", "H", "H", "H", "H", "H", "H", "H", "H", "H", "H", "H", "H", "H", "H", "H", "H", "H", "H", "H", "H", "H", "H", "H", "H", "H", "H", "H", "H", "H", "H", "H", "H", "H", "H", "H", "H", "H", "H", "H", "H", "H", "H", "H"], "coordinates": [[2.84, -2.41, 1.04], [0.89, -0.09, 0.25], [1.11, -1.08, -0.94], [1.82, -2.28, -3.27], [-1.36, -2.15, 5.76], [4.25, 0.62, 2.53], [-3.13, 0.99, 4.64], [3.70, 5.56, -2.32], [-0.90, 2.05, -4.19], [-4.31, -3.92, 2.36], [-0.05, 1.11, 0.12], [2.31, 0.32, 0.79], [-0.55, 3.53, 0.86], [0.39, -0.95, 1.49], [-1.29, -5.29, -3.04], [0.39, -3.70, -0.14], [-1.73, -0.53, -1.67], [2.67, 3.04, 0.25], [-1.90, 0.66, 2.21], [-1.45, -2.82, 2.12], [3.42, 3.61, -0.87], [-3.79, 0.24, 5.64], [-2.37, 4.31, -0.53], [3.53, 2.61, -2.05], [2.16, -0.16, -4.35], [-3.50, -3.94, 1.20], [-0.12, 3.22, -4.23], [-0.82, -2.12, 4.45], [0.12, -6.04, -0.55], [-0.62, -5.01, -4.26], [0.23, -4.66, -1.25], [-4.99, -5.14, 2.52], [1.80, -2.30, -5.65], [2.88, 4.97, -1.34], [-3.90, 1.52, 0.96], [-0.33, -2.05, 6.71], [6.09, 1.84, 1.61], [-2.57, -2.76, 1.18], [-0.66, 5.82, 0.36], [-0.89, 4.41, -0.19], [-3.33, 0.80, -2.88], [4.85, 6.21, -1.85], [-3.90, 1.22, 3.49], [6.34, 0.13, 3.46], [-3.04, 1.54, 2.25], [5.61, 0.48, 2.18], [-1.89, -2.71, 3.51], [1.44, -1.52, -4.43], [-0.91, 1.43, -2.90], [-1.05, -4.31, -2.03], [-1.90, 0.27, -2.88], [-0.35, 3.76, -5.15], [3.21, -0.25, -4.65], [-4.60, 2.35, 0.83], [-0.45, -3.70, 0.43], [2.86, -2.52, -5.81], [0.11, 1.05, -2.76], [-1.87, -0.34, -3.79], [7.41, 0.13, 3.25], [1.41, -1.79, -2.53], [-0.83, -2.00, 1.93], [-3.44, 1.43, -1.99], [6.03, -0.85, 3.82], [-4.74, 0.66, 5.98], [1.00, -6.43, -0.05], [7.06, 1.68, 1.15], [-1.91, -4.41, -1.36], [-4.35, -6.03, 2.63], [-2.61, 2.54, 2.35], [0.39, 6.04, 0.59], [3.73, 0.64, 1.70], [3.92, 1.67, -1.66], [-0.26, 4.28, -1.08], [-1.36, 0.72, 1.33], [5.36, 6.72, -2.67], [-2.09, -3.68, 3.98], [2.91, 2.04, 0.26], [-2.71, 5.19, -1.10], [5.35, 2.12, 0.86], [-0.24, 3.94, -3.41], [2.65, 5.58, -0.46], [2.20, 0.24, -3.34], [1.90, 4.78, -1.78], [-0.73, -6.03, 0.14], [1.47, -1.78, -6.56], [-4.45, 0.29, 3.27], [-2.54, 3.45, -1.18], [-3.55, 1.39, -3.77], [-5.62, -5.30, 1.64], [-2.92, -4.87, 1.15], [-3.92, -0.76, 5.24], [-0.51, -1.14, 4.09], [2.51, 2.41, -2.40], [-0.97, -3.32, -2.47], [-0.83, -4.09, -4.82], [-0.15, -6.68, -1.40], [-0.70, -1.87, 7.72], [5.55, 5.44, -1.50], [4.43, 3.74, -0.48], [1.74, 0.62, -4.99], [5.76, -0.28, 1.39], [6.16, 0.94, 4.16], [-5.60, -5.07, 3.43], [-3.19, 1.45, 0.14], [0.41, -2.78, -0.60], [-2.78, -2.08, 3.61], [-2.16, -2.65, 0.18], [0.46, -5.05, -4.15], [-0.97, 6.46, -0.46], [-3.01, 4.25, 0.35], [0.03, -2.82, 4.44], [-0.56, 2.60, 0.51], [0.34, -1.22, 6.45], [1.26, -3.25, -5.69], [-4.54, 0.64, 1.05], [-1.32, 6.02, 1.20], [-0.93, -5.84, -4.91], [0.37, -1.34, -4.30], [1.00, -4.68, -2.02], [-4.01, -0.04, -2.74], [-4.65, 1.98, 3.75], [0.19, -3.02, 6.70], [-0.81, -0.93, -1.52], [-4.06, -3.91, 0.26], [-2.12, -0.33, 2.21], [-1.01, 2.09, -2.04], [1.68, 2.99, 0.01], [6.11, 2.64, 2.34], [-3.08, -1.80, 1.34], [-3.12, 0.23, 6.50], [0.94, 2.97, -4.18], [4.20, 3.06, -2.78], [-1.76, 0.17, -0.93], [4.73, 6.93, -1.04]], "mol_weight_g_mol": 883.712, "charge": -1, "homo_lumo_gap_ha": 0.2014}

***

No. 4
{"formula": "C2H10N2O2", "method": "the ωB97M-V functional and the def2-TZVPD basis", "symbols": ["O", "O", "N", "N", "C", "C", "H", "H", "H", "H", "H", "H", "H", "H", "H", "H"], "coordinates": [[0.50, 0.63, 0.49], [-1.89, -0.01, -0.40], [0.99, -1.53, -0.30], [-1.88, -1.43, -0.15], [0.68, 1.98, 0.79], [1.23, -0.30, -0.82], [-1.06, 0.32, 0.05], [2.26, 0.06, -0.73], [1.64, 2.39, 0.48], [0.01, -1.83, -0.41], [0.72, -0.11, -1.77], [-0.12, 2.59, 0.33], [-2.47, -1.82, -0.88], [1.20, -1.52, 0.70], [0.60, 2.13, 1.88], [-2.39, -1.57, 0.73]], "mol_weight_g_mol": 94.114, "de_lowest_kj_mol": 314.5, "homo_lumo_gap_ha": 0.3755}

***

No. 5
{"formula": "C2H4NO3", "method": "the ωB97M-V functional and the def2-TZVPD basis", "symbols": ["O", "O", "O", "N", "C", "C", "H", "H", "H", "H"], "coordinates": [[0.43, -0.01, -0.27], [-1.12, -1.40, 0.48], [4.21, 0.14, 0.28], [-0.75, -0.22, 0.12], [3.36, 0.81, -0.34], [-1.63, 0.78, 0.11], [3.82, 1.59, -1.00], [-2.58, 0.48, 0.72], [-1.34, 1.82, 0.11], [2.34, 0.46, -0.33]], "mol_weight_g_mol": 90.058, "de_lowest_kj_mol": 555.5, "charge": -1, "homo_lumo_gap_ha": 0.2646}

***

No. 6
{"formula": "C44H80AgN5O2P3Sb", "method": "the ωB97M-V functional and the def2-TZVPD basis", "symbols": ["Sb", "Ag", "P", "P", "P", "O", "O", "N", "N", "N", "N", "N", "C", "C", "C", "C", "C", "C", "C", "C", "C", "C", "C", "C", "C", "C", "C", "C", "C", "C", "C", "C", "C", "C", "C", "C", "C", "C", "C", "C", "C", "C", "C", "C", "C", "C", "C", "C", "C", "C", "C", "C", "C", "C", "C", "C", "H", "H", "H", "H", "H", "H", "H", "H", "H", "H", "H", "H", "H", "H", "H", "H", "H", "H", "H", "H", "H", "H", "H", "H", "H", "H", "H", "H", "H", "H", "H", "H", "H", "H", "H", "H", "H", "H", "H", "H", "H", "H", "H", "H", "H", "H", "H", "H", "H", "H", "H", "H", "H", "H", "H", "H", "H", "H", "H", "H", "H", "H", "H", "H", "H", "H", "H", "H", "H", "H", "H", "H", "H", "H", "H", "H", "H", "H", "H", "H"], "coordinates": [[-2.05, -2.47, 1.71], [0.36, 0.27, -0.30], [-1.20, 2.11, -1.36], [1.79, -0.36, 1.86], [3.02, 0.08, -3.02], [-0.58, -1.94, -1.14], [1.95, -0.48, -2.16], [-0.42, 1.61, 1.48], [4.43, -0.79, -3.05], [2.52, 0.12, -4.59], [3.48, 1.59, -2.54], [-0.94, -3.14, -3.03], [6.44, -1.72, -2.28], [2.81, -2.58, 0.54], [0.29, -0.71, 4.25], [1.13, -0.21, -4.95], [-0.93, 3.84, 2.33], [5.42, -2.85, -2.43], [3.40, 0.37, 4.17], [3.79, 3.52, -1.20], [2.06, -2.21, 1.83], [-0.37, -3.88, -4.12], [2.63, -0.83, -6.73], [-2.28, 6.95, 0.60], [-0.16, -2.53, -2.12], [-2.96, 1.54, -1.61], [-1.80, 5.54, 0.84], [-1.69, -4.46, 0.93], [-2.30, -3.22, 3.71], [3.97, 2.64, -3.42], [-0.79, 3.05, -2.92], [5.55, -0.49, -2.15], [0.44, -0.03, 3.04], [-0.90, 2.86, 1.30], [-1.38, 5.12, 2.10], [-0.86, -1.23, 6.43], [3.19, 2.11, -1.20], [4.59, 0.05, 1.99], [4.67, 3.58, -2.45], [-2.38, -3.16, -2.88], [1.18, -0.43, -6.47], [3.27, 0.46, 2.65], [-1.85, 3.85, -3.67], [-0.51, 0.96, 2.68], [0.47, 3.88, -2.70], [-3.21, 0.34, -0.69], [-1.30, 3.30, 0.00], [2.69, -2.96, 3.01], [-0.76, -0.50, 5.12], [-4.18, -2.55, 1.31], [-1.75, 4.61, -0.18], [3.39, 0.08, -5.77], [4.35, -2.23, -3.32], [-4.04, 2.59, -1.37], [-1.72, 0.44, 4.74], [-1.60, 1.15, 3.56], [-4.21, -0.06, -0.84], [-5.03, 2.14, -1.50], [-0.40, -4.96, -3.93], [2.50, 0.73, 4.68], [3.88, -2.39, 0.64], [6.05, 0.43, -2.45], [-1.33, -3.45, 4.14], [7.10, -1.85, -1.42], [-0.92, -3.68, -5.04], [1.28, 3.26, -2.31], [7.05, -1.65, -3.18], [5.00, -3.10, -1.45], [-3.12, 0.65, 0.36], [0.45, -1.17, -6.80], [-4.58, -3.50, 1.65], [2.78, -1.88, -6.45], [-2.86, -2.57, -3.67], [-2.64, -2.73, -1.92], [0.67, -3.58, -4.27], [1.03, -2.57, 1.71], [0.80, 4.34, -3.63], [-4.37, -2.43, 0.24], [-4.67, -1.73, 1.83], [4.36, 3.71, -0.29], [3.50, 1.07, -6.21], [-1.89, -1.48, 6.67], [-2.58, 0.61, 5.38], [-0.51, 2.23, -3.59], [-2.76, 3.28, -3.83], [5.38, 0.74, 2.28], [-1.39, 5.82, 2.93], [3.58, -0.66, 4.49], [0.44, 0.58, -4.67], [4.55, -2.43, -4.38], [-2.62, 7.41, 1.52], [5.85, -3.76, -2.86], [-2.91, -4.12, 3.70], [2.11, 2.13, -1.00], [2.11, -2.89, 3.93], [4.78, 4.59, -2.85], [4.89, -0.95, 2.30], [2.43, -2.02, -0.31], [-0.86, -4.91, 1.47], [0.29, 4.68, -1.98], [0.97, 0.51, -6.99], [-2.77, -2.46, 4.33], [4.38, -0.30, -5.50], [2.76, -4.02, 2.76], [2.69, -3.65, 0.34], [-0.29, -2.16, 6.41], [-0.59, 3.55, 3.31], [-3.98, 2.97, -0.34], [3.00, 4.27, -1.25], [4.64, 2.24, -4.18], [4.52, 0.06, 0.90], [3.15, 3.16, -3.93], [-1.46, 4.13, -4.66], [-2.75, -4.19, -2.93], [4.25, 0.97, 4.50], [0.91, -2.59, -2.34], [5.22, -0.38, -1.11], [3.08, 1.52, 2.40], [-3.97, 3.44, -2.04], [-2.48, -0.45, -0.86], [0.81, -1.12, -4.43], [2.93, -0.71, -7.77], [3.35, -2.62, -3.09], [5.67, 3.19, -2.22], [-1.49, 7.58, 0.18], [-3.12, 6.96, -0.10], [-2.08, 4.92, -1.16], [-2.37, 1.85, 3.29], [-0.48, -0.63, 7.26], [-1.45, -4.44, -0.13], [3.63, 1.47, -0.44], [-2.58, -5.08, 1.09], [-3.00, 1.20, -2.65], [3.70, -2.61, 3.22], [-2.12, 4.78, -3.16], [1.04, -1.44, 4.53]], "mol_weight_g_mol": 1033.707, "de_lowest_kj_mol": 0.0, "homo_lumo_gap_ha": 0.2183}